{
  "formula": "C27H44IrN7OS2SbSe",
  "method": "the ωB97M-V functional and the def2-TZVPD basis",
  "lumo_energy_ev": [2.49, 2.44],
  "charge": -1,
  "multiplicity": 5,
  "elements": ["Ir", "N", "C", "N", "C", "C", "S", "C", "C", "S", "C", "N", "N", "H", "H", "H", "H", "H", "H", "C", "C", "C", "C", "N", "H", "H", "H", "H", "H", "H", "H", "H", "H", "C", "N", "C", "Se", "N", "C", "C", "C", "C", "C", "C", "H", "H", "H", "H", "H", "H", "H", "H", "C", "C", "Sb", "C", "C", "C", "C", "H", "H", "H", "H", "H", "H", "H", "H", "H", "H", "H", "H", "H", "H", "H", "C", "O", "C", "C", "H", "H", "H", "H", "H", "H"],
  "xyz": [[-0.83, 0.24, -0.44], [-1.01, -1.94, 2.47], [-1.58, -0.70, 2.58], [-1.50, 0.23, 1.68], [-2.25, 1.40, 2.04], [-2.77, 1.33, 3.34], [-2.45, -0.25, 4.01], [-2.42, 2.38, 1.06], [-3.13, 3.58, 1.08], [-2.98, 4.37, -0.48], [-2.05, 3.04, -1.07], [-1.84, 2.11, -0.20], [-1.52, 3.01, -2.33], [-0.83, -2.23, 1.50], [-1.45, -2.65, 3.03], [-3.47, 2.00, 3.81], [-3.65, 4.05, 1.89], [-2.09, 3.40, -3.07], [-1.04, 2.15, -2.57], [-4.32, 0.21, -1.94], [-3.37, -0.96, -1.66], [-3.54, -2.03, -2.75], [-3.69, -1.56, -0.29], [-2.01, -0.46, -1.72], [-5.36, -0.12, -1.90], [-4.12, 0.64, -2.93], [-4.18, 1.00, -1.19], [-4.57, -2.39, -2.78], [-2.88, -2.87, -2.54], [-3.28, -1.62, -3.73], [-4.70, -1.99, -0.29], [-3.63, -0.80, 0.48], [-2.97, -2.35, -0.06], [3.60, -1.52, -1.66], [2.33, -1.98, -2.17], [1.06, -1.31, -1.87], [1.15, 0.73, -1.96], [0.21, -1.83, -2.89], [0.90, -2.53, -3.84], [0.50, -3.11, -5.03], [1.46, -3.80, -5.78], [2.77, -3.90, -5.35], [3.17, -3.30, -4.14], [2.23, -2.62, -3.41], [3.55, -0.45, -1.47], [4.37, -1.70, -2.42], [3.89, -2.03, -0.74], [-0.75, -1.51, -2.92], [-0.53, -3.04, -5.36], [1.17, -4.26, -6.72], [3.50, -4.43, -5.95], [4.20, -3.39, -3.80], [3.99, 2.92, 1.32], [2.94, 3.54, 2.24], [1.09, 2.41, 2.25], [-0.04, 4.01, 3.16], [0.42, 4.46, 4.55], [1.53, 1.33, 4.06], [2.75, 0.41, 3.92], [4.91, 3.51, 1.29], [3.62, 2.82, 0.30], [4.27, 1.91, 1.65], [2.68, 4.54, 1.90], [3.31, 3.62, 3.27], [-1.08, 3.68, 3.18], [0.03, 4.83, 2.44], [0.25, 3.69, 5.30], [-0.14, 5.35, 4.87], [1.48, 4.72, 4.57], [0.63, 0.76, 4.32], [1.69, 2.06, 4.86], [2.61, -0.32, 3.12], [2.94, -0.14, 4.84], [3.65, 0.98, 3.68], [0.43, -3.84, -0.31], [-0.31, -2.63, -0.26], [0.43, -1.39, -0.47], [1.50, -1.27, 0.63], [0.94, -4.03, 0.64], [1.17, -3.84, -1.11], [-0.28, -4.64, -0.49], [2.15, -2.14, 0.66], [1.03, -1.17, 1.61], [2.11, -0.38, 0.45]]
}

---

{
  "formula": "C27H44N2O8P2S",
  "method": "the ωB97M-V functional and the def2-TZVPD basis",
  "lumo_energy_ev": -0.71,
  "charge": 0,
  "elements": ["C", "C", "C", "C", "C", "C", "C", "C", "C", "C", "C", "N", "S", "N", "C", "C", "C", "C", "H", "H", "H", "H", "H", "H", "H", "H", "H", "H", "H", "H", "H", "H", "O", "P", "O", "C", "C", "O", "C", "C", "O", "C", "C", "H", "H", "H", "H", "H", "H", "H", "H", "H", "H", "H", "H", "H", "H", "H", "O", "P", "O", "C", "C", "O", "C", "C", "O", "C", "C", "H", "H", "H", "H", "H", "H", "H", "H", "H", "H", "H", "H", "H", "H", "H"],
  "xyz": [[-1.46, -7.48, -0.12], [-2.73, -7.12, -0.55], [-2.85, -6.42, -1.74], [-1.76, -6.07, -2.53], [-2.03, -5.27, -3.78], [-0.82, -4.68, -4.51], [0.10, -3.74, -3.68], [-0.56, -3.08, -2.50], [-1.79, -2.34, -2.60], [-2.37, -1.80, -1.50], [-1.78, -1.94, -0.23], [-2.22, -1.51, 0.97], [-1.12, -1.95, 2.03], [-0.04, -2.73, 1.13], [-0.54, -2.63, -0.11], [0.04, -3.19, -1.28], [-0.49, -6.45, -2.09], [-0.37, -7.16, -0.90], [-1.37, -8.01, 0.82], [-3.62, -7.37, 0.01], [-3.84, -6.12, -2.07], [-2.51, -5.96, -4.48], [-2.78, -4.50, -3.61], [-0.23, -5.46, -5.00], [-1.22, -4.08, -5.33], [0.50, -2.97, -4.35], [0.96, -4.31, -3.34], [-2.24, -2.25, -3.58], [-3.31, -1.27, -1.62], [0.98, -3.72, -1.18], [0.38, -6.20, -2.67], [0.62, -7.44, -0.56], [-1.73, 4.52, -0.02], [-2.95, 4.29, 0.77], [-3.90, 5.58, 0.65], [-4.50, 5.90, -0.62], [-5.68, 4.99, -0.94], [-2.46, 4.48, 2.31], [-1.07, 4.47, 2.63], [-0.51, 5.87, 2.72], [-4.08, 3.22, 1.18], [-3.71, 1.81, 1.16], [-2.82, 1.44, 2.33], [-3.75, 5.85, -1.41], [-4.84, 6.93, -0.55], [-5.36, 3.97, -1.11], [-6.20, 5.34, -1.83], [-6.38, 4.97, -0.10], [-0.52, 3.87, 1.91], [-0.97, 3.97, 3.60], [-0.76, 6.46, 1.84], [0.58, 5.85, 2.82], [-0.93, 6.39, 3.58], [-3.23, 1.57, 0.21], [-4.64, 1.25, 1.22], [-1.81, 1.84, 2.19], [-2.74, 0.36, 2.40], [-3.21, 1.84, 3.26], [5.63, 2.26, -0.06], [4.59, 1.80, 0.88], [3.91, 3.08, 1.57], [3.11, 3.97, 0.77], [1.75, 3.39, 0.46], [5.44, 1.24, 2.15], [6.84, 0.98, 2.04], [7.66, 2.15, 2.56], [3.38, 0.77, 1.13], [3.38, -0.52, 0.47], [4.40, -1.48, 1.07], [3.65, 4.23, -0.15], [3.01, 4.89, 1.35], [1.84, 2.53, -0.21], [1.11, 4.13, -0.03], [1.26, 3.05, 1.37], [7.12, 0.74, 1.02], [7.04, 0.10, 2.65], [7.34, 3.09, 2.10], [8.72, 2.00, 2.35], [7.53, 2.26, 3.64], [3.56, -0.39, -0.60], [2.38, -0.93, 0.59], [5.42, -1.20, 0.80], [4.22, -2.49, 0.70], [4.34, -1.48, 2.16]]
}

---

{
  "formula": "C27H44N3P3ReSe",
  "method": "the ωB97M-V functional and the def2-TZVPD basis",
  "lumo_energy_ev": [-13.38, -15.07],
  "charge": 4,
  "multiplicity": 4,
  "elements": ["Re", "P", "P", "P", "H", "C", "C", "H", "C", "C", "C", "C", "C", "C", "C", "C", "C", "H", "H", "H", "H", "H", "H", "H", "H", "H", "H", "H", "H", "H", "H", "H", "H", "H", "H", "H", "H", "H", "H", "H", "H", "H", "H", "H", "H", "H", "C", "C", "C", "C", "C", "C", "Se", "H", "H", "H", "H", "H", "H", "N", "C", "C", "C", "C", "C", "C", "C", "N", "C", "C", "N", "C", "H", "H", "H", "H", "H", "H", "H"],
  "xyz": [[0.08, 0.82, 0.08], [0.64, 2.95, -0.18], [-1.31, 1.04, 1.89], [0.54, 0.06, -2.07], [-4.12, -2.65, -0.25], [-3.21, -2.84, -0.82], [-2.23, -3.60, -0.31], [-2.34, -4.07, 0.67], [-0.54, 4.19, -0.81], [1.22, 3.75, 1.39], [2.12, 3.32, -1.22], [-2.55, -0.29, 2.00], [-0.47, 0.96, 3.52], [-2.35, 2.56, 2.06], [-0.19, -1.59, -2.38], [2.29, -0.22, -2.52], [-0.07, 1.06, -3.48], [-3.19, -2.48, -1.85], [-1.31, -3.80, -0.87], [0.01, 5.13, -0.97], [-1.34, 4.36, -0.08], [-0.98, 3.85, -1.76], [1.81, 4.64, 1.13], [1.86, 3.05, 1.94], [0.37, 4.03, 2.03], [2.42, 4.36, -1.03], [1.90, 3.20, -2.29], [2.96, 2.67, -0.96], [-3.31, 0.00, 2.74], [-2.08, -1.24, 2.30], [-3.03, -0.43, 1.02], [-1.19, 1.25, 4.30], [0.40, 1.63, 3.54], [-0.13, -0.07, 3.70], [-2.91, 2.46, 3.00], [-3.04, 2.61, 1.21], [-1.73, 3.47, 2.09], [-0.08, -1.82, -3.45], [-1.25, -1.61, -2.11], [0.34, -2.34, -1.79], [2.33, -0.55, -3.57], [2.72, -1.00, -1.88], [2.87, 0.70, -2.41], [0.04, 0.46, -4.40], [0.50, 1.99, -3.56], [-1.14, 1.29, -3.33], [-4.51, 1.01, -1.90], [-5.31, -0.07, -1.52], [-6.56, -0.28, -2.11], [-7.07, 0.66, -3.02], [-6.34, 1.83, -3.30], [-5.07, 2.02, -2.71], [-2.62, 1.08, -1.29], [1.49, 1.09, 0.87], [-4.93, -0.75, -0.77], [-7.13, -1.18, -1.87], [-8.05, 0.49, -3.50], [-6.75, 2.60, -3.95], [-4.50, 2.92, -2.89], [9.35, -4.04, 2.54], [8.22, -3.74, 2.43], [6.84, -3.34, 2.29], [6.55, -2.24, 1.47], [5.23, -1.84, 1.28], [4.19, -2.55, 1.90], [4.48, -3.65, 2.73], [5.81, -4.03, 2.93], [2.86, -2.18, 1.64], [1.68, -2.86, 1.96], [0.65, -2.11, 1.51], [1.15, -0.95, 0.94], [2.48, -1.04, 1.00], [7.35, -1.69, 0.98], [5.02, -1.00, 0.62], [3.67, -4.20, 3.21], [6.05, -4.87, 3.59], [1.69, -3.79, 2.51], [-0.42, -2.31, 1.53], [3.16, -0.26, 0.69]]
}

---

{
  "formula": "C27H44N6O3",
  "method": "the ωB97M-V functional and the def2-TZVPD basis",
  "lumo_energy_ev": 0.19,
  "charge": 0,
  "de_lowest_kj_mol": 327.5,
  "elements": ["C", "O", "C", "C", "N", "H", "H", "C", "C", "O", "C", "H", "H", "H", "H", "H", "H", "H", "H", "H", "H", "H", "H", "H", "H", "C", "O", "H", "H", "H", "N", "C", "C", "C", "C", "H", "H", "H", "H", "H", "N", "C", "C", "C", "C", "H", "H", "H", "H", "H", "N", "C", "C", "C", "C", "H", "H", "H", "H", "H", "N", "C", "C", "C", "C", "H", "H", "H", "H", "H", "N", "C", "C", "C", "C", "H", "H", "H", "H", "H"],
  "xyz": [[0.94, -1.90, -4.59], [-0.19, -2.39, -3.90], [-0.02, -2.27, -2.48], [-1.21, -2.92, -1.89], [-1.41, -2.64, -0.39], [-1.07, -1.61, -0.43], [-2.36, -2.66, -0.14], [-0.54, -3.54, 0.53], [-0.55, -3.07, 2.01], [0.14, -4.16, 2.71], [0.13, -3.96, 4.18], [0.66, -1.72, -5.60], [1.88, -2.34, -4.46], [0.92, -0.95, -4.04], [0.16, -1.20, -2.21], [0.84, -2.90, -2.11], [-1.43, -3.95, -2.03], [-2.17, -2.48, -2.25], [0.40, -3.76, 0.13], [-0.94, -4.47, 0.73], [-1.38, -2.78, 2.46], [0.24, -2.35, 2.22], [-0.90, -3.71, 4.50], [0.83, -3.25, 4.52], [0.46, -4.79, 4.43], [-0.44, 0.21, 0.34], [-1.83, -0.02, 0.40], [-0.06, 0.64, -0.65], [0.12, -0.48, 0.62], [-0.30, 0.99, 1.09], [-2.93, 0.66, -1.97], [-4.24, 1.01, -2.15], [-4.35, 1.04, -3.54], [-3.02, 0.82, -4.17], [-2.07, 0.63, -3.08], [-2.43, 0.44, -1.07], [-5.03, 1.19, -1.36], [-5.15, 1.25, -4.09], [-2.55, 0.83, -5.14], [-1.04, 0.62, -3.02], [-1.93, 3.52, -2.22], [-0.97, 3.63, -1.25], [-0.16, 4.64, -1.47], [-0.76, 5.36, -2.73], [-1.90, 4.63, -3.08], [-2.29, 2.74, -2.44], [-0.73, 2.68, -0.55], [0.58, 5.18, -0.70], [-0.59, 6.32, -3.17], [-2.57, 4.78, -3.98], [-1.80, -0.16, 3.10], [-2.50, -0.95, 3.91], [-1.91, -1.06, 5.16], [-0.76, -0.05, 5.14], [-0.56, 0.29, 3.87], [-1.86, -0.05, 2.16], [-3.33, -1.47, 3.42], [-2.44, -1.60, 5.88], [-0.12, 0.25, 6.27], [0.27, 0.79, 3.42], [4.61, -1.72, -2.18], [3.54, -1.03, -2.36], [2.99, -0.82, -1.19], [3.87, -1.24, -0.14], [4.86, -2.00, -0.85], [5.34, -2.17, -2.69], [3.26, -0.88, -3.51], [1.93, -0.43, -1.24], [3.82, -1.11, 1.10], [5.74, -2.45, -0.52], [3.44, 4.25, 3.61], [2.01, 4.29, 3.53], [1.64, 3.41, 2.55], [2.94, 2.76, 2.06], [3.94, 3.36, 2.70], [4.16, 4.65, 4.20], [1.74, 4.94, 4.08], [0.54, 3.15, 2.22], [2.95, 2.19, 1.15], [4.92, 3.32, 2.63]]
}

---

- Look up the charge of the fourth one.
  0